This record from the OMol25 dataset describes a cluster of 2 separate species, C4H11NSi in total in a non-equilibrium geometry. The level of theory is ωB97M-V with the def2-TZVPD basis set.

```
17
Properties=species:S:1:pos:R:3:mulliken_charge:R:1
C -2.94 0.67 -0.54 0.314
C -3.08 1.79 0.42 -1.175
C 1.84 0.49 -0.86 -0.788
C 2.73 -2.48 0.42 -0.933
N -1.89 0.00 -0.75 -0.599
Si 2.73 -0.60 0.23 0.380
H -3.91 0.53 -1.13 0.263
H -3.08 2.78 0.03 0.308
H -2.31 1.77 1.07 0.385
H -4.03 1.82 0.93 0.306
H -1.14 0.46 -0.22 0.196
H 1.30 0.15 -1.70 0.379
H 2.25 1.60 -0.76 0.161
H 2.33 -3.11 -0.54 0.265
H 3.61 -2.93 0.76 0.339
H 2.06 -2.69 1.24 0.294
H 3.53 -0.28 1.38 -0.096
```

Energy: -13690.6910 eV
Highest occupied orbital energy: -0.3050 Ha
ΔE to the lowest compared entry with this formula, charge and spin: 3.985 eV
LUMO energy: 0.7 eV
SMILES: [H]/N=C\C.C=[SiH]C

***

This record from the OMol25 dataset describes a structure of composition Cl9K3O38V in a non-equilibrium geometry. The level of theory is ωB97M-V with the def2-TZVPD basis set.

```
51
Properties=species:S:1:pos:R:3:mulliken_charge:R:1
O -0.99 0.18 3.88 -0.470
V -1.82 -1.09 3.61 1.781
O -0.87 -2.35 3.69 -0.500
K 0.28 3.08 2.84 0.913
K -0.64 -1.43 -2.72 0.851
K 1.58 -4.31 0.01 0.927
Cl 3.36 1.76 -5.49 1.619
O 4.01 2.03 -6.67 -0.703
O 4.44 2.04 -4.56 -0.729
O 2.28 2.76 -5.29 -0.597
O 2.88 0.41 -5.41 -0.586
Cl 1.08 -0.14 0.24 1.562
O 1.91 -1.30 0.11 -0.727
O 1.77 0.86 0.99 -0.720
O 0.85 0.37 -1.09 -0.510
O -0.08 -0.62 0.79 -0.494
Cl 1.45 -4.13 -4.64 1.497
O 2.54 -5.19 -4.78 -0.648
O 0.74 -3.81 -5.91 -0.621
O 0.46 -4.46 -3.63 -0.641
O 1.93 -2.85 -4.13 -0.531
Cl 1.46 1.52 6.67 1.593
O 1.31 1.50 5.23 -0.545
O 1.73 3.03 6.83 -0.788
O 0.56 1.20 7.66 -0.618
O 2.62 0.83 7.04 -0.638
Cl 2.01 -5.55 3.65 1.458
O 3.33 -5.30 3.16 -0.636
O 1.35 -6.64 3.45 -0.541
O 2.13 -5.68 5.05 -0.720
O 1.03 -4.54 3.09 -0.533
Cl -2.84 -2.92 0.54 1.679
O -4.05 -3.49 0.84 -0.645
O -1.74 -3.84 0.54 -0.570
O -2.97 -1.97 -0.63 -0.611
O -2.74 -1.96 1.56 -0.644
Cl -4.42 2.55 2.14 1.619
O -4.34 3.86 2.67 -0.660
O -5.39 2.20 1.13 -0.585
O -3.08 1.93 2.12 -0.549
O -5.14 2.01 3.27 -0.799
Cl -1.69 2.22 -4.12 1.587
O -2.00 0.91 -4.66 -0.764
O -1.21 3.03 -5.22 -0.673
O -3.03 2.58 -3.67 -0.673
O -0.58 2.19 -3.12 -0.435
Cl 0.20 5.78 -1.49 1.598
O -0.77 5.68 -2.63 -0.631
O 1.31 4.90 -1.54 -0.594
O 0.32 6.97 -0.84 -0.659
O -0.54 5.20 -0.55 -0.697
```

Energy: -265090.9195 eV
Highest occupied orbital energy: 0.0901 Ha
LUMO energy: 5.4 eV
Net charge: -5

***

The lowest highest occupied orbital energy belongs to which entry?
C4H11NSi

***

What is the formula in the second record?
Cl9K3O38V